*P*
{
  "formula": "CHF2O2P",
  "method": "ωB97M-V with the def2-TZVPD basis set",
  "e_homo_ev": -10.12,
  "orbital_gap_ev": 10.20,
  "multiplicity": 1,
  "e_lumo_ev": 0.09,
  "species": ["C", "O", "O", "F", "F", "P", "H"],
  "positions_angstrom": [[1.16, -0.28, 0.03], [-2.84, 0.92, -0.27], [-0.55, 0.36, -0.41], [1.62, -0.70, -1.14], [0.87, -1.24, 0.91], [-1.85, 0.19, 0.50], [1.59, 0.75, 0.37]]
}

*Q*
{
  "formula": "CHF2O2P",
  "method": "ωB97M-V with the def2-TZVPD basis set",
  "smiles": "O=POC(F)F",
  "e_homo_ev": -10.38,
  "orbital_gap_ev": 10.44,
  "multiplicity": 1,
  "e_lumo_ev": 0.06,
  "species": ["C", "O", "O", "F", "F", "P", "H"],
  "positions_angstrom": [[0.68, -0.25, 0.10], [0.04, -3.33, -2.49], [-0.06, -1.58, -0.80], [1.74, 0.26, -0.50], [0.94, -0.89, 1.19], [0.91, -2.30, -1.88], [-0.08, 0.38, 0.26]]
}

It comes down to *Q*, which is 48.9 kJ/mol more stable than the next structure.

*P*
{
  "formula": "C2H6O2P",
  "method": "ωB97M-V with the def2-TZVPD basis set",
  "e_homo_ev": [-3.60, -3.60],
  "orbital_gap_ev": [7.56, 7.55],
  "charge": -1,
  "multiplicity": 1,
  "e_lumo_ev": [3.96, 3.96],
  "species": ["C", "C", "O", "O", "P", "H", "H", "H", "H", "H", "H"],
  "positions_angstrom": [[-1.51, -0.47, 0.93], [0.29, -0.39, -1.30], [2.07, 0.49, 1.58], [-0.53, 1.86, -0.06], [-0.20, 0.43, 0.31], [-2.13, 0.25, 1.48], [-1.39, -1.55, 1.11], [1.11, 0.12, -1.82], [0.53, -1.41, -1.17], [-0.66, -0.19, -1.87], [2.43, 0.86, 0.81]]
}

*Q*
{
  "formula": "C2H6O2P",
  "method": "ωB97M-V with the def2-TZVPD basis set",
  "e_homo_ev": [-2.74, -2.74],
  "orbital_gap_ev": [6.72, 6.72],
  "charge": -1,
  "multiplicity": 1,
  "e_lumo_ev": [3.98, 3.98],
  "species": ["C", "C", "O", "O", "P", "H", "H", "H", "H", "H", "H"],
  "positions_angstrom": [[1.82, -0.80, -0.06], [-1.32, 1.19, 0.14], [-2.27, -1.20, -0.48], [1.28, -1.43, 0.94], [-1.74, -0.54, 0.73], [2.25, -1.50, -0.82], [2.64, -0.05, 0.11], [1.04, -0.11, -0.72], [-0.29, 1.51, 0.36], [-2.08, 1.67, 0.77], [-1.33, 1.27, -0.96]]
}

It comes down to *P*, which is 20.2 kJ/mol more stable than the next structure.

*P*
{
  "formula": "C3H8O2S",
  "method": "ωB97M-V with the def2-TZVPD basis set",
  "e_homo_ev": -9.12,
  "orbital_gap_ev": 8.30,
  "multiplicity": 1,
  "e_lumo_ev": -0.82,
  "species": ["O", "C", "C", "C", "S", "H", "H", "H", "H", "H", "H", "H", "H", "O"],
  "positions_angstrom": [[-1.16, -1.41, 1.34], [-0.47, -0.43, 1.38], [-0.46, 0.65, 0.34], [0.79, 1.58, 0.38], [1.36, 1.99, -1.31], [0.16, -0.12, 2.28], [-1.30, 1.40, 0.48], [-0.58, 0.22, -0.68], [0.86, 2.57, 0.82], [1.58, 0.98, 0.91], [1.49, 0.02, -1.33], [-0.68, -2.92, -2.16], [-1.16, -2.31, -0.92], [-0.43, -2.20, -1.54]]
}

*Q*
{
  "formula": "C3H8O2S",
  "method": "ωB97M-V with the def2-TZVPD basis set",
  "smiles": "O=CCCS.O",
  "e_homo_ev": -9.10,
  "orbital_gap_ev": 9.90,
  "multiplicity": 1,
  "e_lumo_ev": 0.79,
  "species": ["O", "C", "C", "C", "S", "H", "H", "H", "H", "H", "H", "H", "H", "O"],
  "positions_angstrom": [[1.98, -0.35, 0.53], [1.53, -0.63, -0.54], [0.06, -0.93, -0.79], [-0.84, -0.83, 0.44], [-2.44, -0.07, -0.06], [2.12, -0.80, -1.45], [0.03, -1.91, -1.24], [-0.20, -0.13, -1.50], [-0.99, -1.84, 0.83], [-0.46, -0.19, 1.23], [-2.77, 0.46, 1.16], [0.63, 3.21, 0.60], [0.77, 1.64, 0.67], [0.57, 2.37, 0.12]]
}

It comes down to *Q*, which is 250.7 kJ/mol more stable than the next structure.

*P*
{
  "formula": "C4H8NOS",
  "method": "ωB97M-V with the def2-TZVPD basis set",
  "smiles": "CNC(=O)CC[S-]",
  "e_homo_ev": -2.57,
  "orbital_gap_ev": 6.33,
  "charge": -1,
  "multiplicity": 1,
  "e_lumo_ev": 3.77,
  "species": ["C", "C", "S", "C", "N", "C", "O", "H", "H", "H", "H", "H", "H", "H", "H"],
  "positions_angstrom": [[-0.11, 0.15, -1.10], [0.99, 1.15, -0.66], [2.46, 0.42, 0.13], [-1.38, 0.12, -0.25], [-1.50, -0.78, 0.78], [-0.39, -1.46, 1.40], [-2.37, 0.77, -0.57], [0.32, -0.85, -1.04], [-0.51, 0.35, -2.09], [0.49, 1.89, -0.02], [1.31, 1.78, -1.49], [-2.44, -1.12, 0.84], [-0.23, -2.47, 1.04], [0.49, -0.84, 1.36], [-0.58, -1.56, 2.46]]
}

*Q*
{
  "formula": "C4H8NOS",
  "method": "ωB97M-V with the def2-TZVPD basis set",
  "smiles": "CC1(N[O-])CSC1",
  "e_homo_ev": -1.57,
  "orbital_gap_ev": 4.98,
  "charge": -1,
  "multiplicity": 1,
  "e_lumo_ev": 3.41,
  "species": ["C", "C", "C", "C", "N", "O", "S", "H", "H", "H", "H", "H", "H", "H", "H"],
  "positions_angstrom": [[-0.98, 0.49, 1.24], [-0.86, 0.16, -1.17], [0.24, 0.03, -0.04], [0.78, -1.48, 0.08], [1.17, 1.03, -0.20], [2.40, 0.96, 0.42], [-2.33, 0.52, 0.08], [-1.21, -0.25, 1.97], [-0.66, 1.52, 1.70], [-0.75, 1.02, -1.80], [-0.97, -0.77, -1.87], [0.85, -1.52, 1.12], [1.71, -1.47, -0.58], [-0.03, -2.10, -0.37], [0.64, 1.85, -0.57]]
}

It comes down to *P*, which is 472.9 kJ/mol more stable than the next structure.

*P*
{
  "formula": "C3H4ClN",
  "method": "ωB97M-V with the def2-TZVPD basis set",
  "smiles": "C=C=NCCl",
  "e_homo_ev": -8.99,
  "orbital_gap_ev": 9.63,
  "multiplicity": 1,
  "e_lumo_ev": 0.64,
  "species": ["C", "C", "C", "N", "Cl", "H", "H", "H", "H"],
  "positions_angstrom": [[-1.82, -1.11, -0.01], [1.35, 0.94, 0.06], [-0.77, -0.35, -0.09], [0.08, 0.54, -0.21], [2.75, -0.29, -0.05], [-2.40, -1.31, 0.88], [-2.51, -1.20, -0.85], [1.75, 1.52, -0.84], [1.57, 1.25, 1.11]]
}

*Q*
{
  "formula": "C3H4ClN",
  "method": "ωB97M-V with the def2-TZVPD basis set",
  "smiles": "C#CCNCl",
  "e_homo_ev": -9.40,
  "orbital_gap_ev": 10.12,
  "multiplicity": 1,
  "e_lumo_ev": 0.72,
  "species": ["C", "C", "C", "N", "Cl", "H", "H", "H", "H"],
  "positions_angstrom": [[2.03, 0.62, -0.11], [1.00, 0.04, -0.25], [-0.24, -0.67, -0.11], [-1.20, 0.39, -0.02], [-2.89, -0.06, -0.02], [2.97, 1.03, -0.06], [-0.15, -1.14, 0.84], [-0.54, -1.19, -1.15], [-0.98, 0.97, 0.88]]
}

It comes down to *P*, which is 137.6 kJ/mol more stable than the next structure.

*P*
{
  "formula": "CH10N2O2",
  "method": "ωB97M-V with the def2-TZVPD basis set",
  "smiles": "NCN.O.O",
  "e_homo_ev": -9.25,
  "orbital_gap_ev": 10.20,
  "multiplicity": 1,
  "e_lumo_ev": 0.95,
  "species": ["N", "C", "N", "H", "H", "H", "H", "H", "H", "H", "H", "O", "H", "H", "O"],
  "positions_angstrom": [[-0.86, 2.39, 1.67], [-0.23, 1.85, 0.46], [-0.24, 0.40, 0.40], [-1.02, 3.38, 1.58], [-0.24, 2.27, 2.46], [0.81, 2.18, 0.31], [-0.79, 2.20, -0.40], [-0.11, 0.01, 1.33], [-1.17, 0.10, 0.13], [-2.12, -2.43, 1.03], [-3.58, -1.94, 1.09], [-2.69, -1.67, 0.87], [3.93, -2.45, -4.25], [4.58, -3.17, -3.12], [3.73, -3.12, -3.59]]
}

*Q*
{
  "formula": "CH10N2O2",
  "method": "ωB97M-V with the def2-TZVPD basis set",
  "smiles": "NCN.O.O",
  "e_homo_ev": -9.91,
  "orbital_gap_ev": 10.63,
  "multiplicity": 1,
  "e_lumo_ev": 0.72,
  "species": ["N", "C", "N", "H", "H", "H", "H", "H", "H", "H", "H", "O", "H", "H", "O"],
  "positions_angstrom": [[-1.42, -1.23, 0.21], [-0.48, -0.15, 0.07], [0.02, 0.41, 1.36], [-1.02, -1.91, 0.85], [-2.28, -0.90, 0.64], [0.38, -0.53, -0.49], [-0.90, 0.65, -0.56], [-0.74, 0.35, 2.03], [0.15, 1.41, 1.22], [-0.05, 1.71, -2.45], [-0.23, 2.00, -3.92], [-0.39, 2.39, -3.05], [2.85, -1.50, 1.18], [1.59, -0.76, 1.75], [1.96, -1.64, 1.54]]
}

It comes down to *Q*, which is 21.4 kJ/mol more stable than the next structure.

*P*
{
  "formula": "C5H15NO2",
  "method": "ωB97M-V with the def2-TZVPD basis set",
  "smiles": "CC/C=C/NC.O.O",
  "e_homo_ev": -7.35,
  "orbital_gap_ev": 7.85,
  "multiplicity": 1,
  "e_lumo_ev": 0.49,
  "species": ["C", "C", "C", "C", "N", "C", "H", "H", "H", "H", "H", "H", "H", "H", "H", "H", "H", "H", "H", "O", "H", "H", "O"],
  "positions_angstrom": [[2.28, -1.62, 1.92], [1.48, -1.03, 0.73], [0.03, -1.31, 0.63], [-0.82, -0.68, -0.20], [-2.18, -0.90, -0.19], [-3.01, 0.06, -0.96], [3.08, -0.90, 2.09], [1.71, -1.84, 2.83], [2.79, -2.54, 1.61], [1.87, -1.46, -0.22], [1.70, 0.05, 0.75], [-0.33, -2.15, 1.25], [-0.40, -0.03, -0.98], [-2.65, -1.20, 0.65], [-3.22, -0.23, -1.98], [-2.47, 1.02, -0.91], [-4.05, 0.07, -0.56], [-0.04, 2.18, 1.23], [0.27, 3.52, 0.67], [-0.04, 2.64, 0.39], [2.46, 1.66, -1.53], [0.94, 1.83, -1.79], [1.78, 1.61, -2.20]]
}

*Q*
{
  "formula": "C5H15NO2",
  "method": "ωB97M-V with the def2-TZVPD basis set",
  "smiles": "CC=O.C=N.CC.O",
  "e_homo_ev": -8.83,
  "orbital_gap_ev": 9.55,
  "multiplicity": 1,
  "e_lumo_ev": 0.72,
  "species": ["C", "C", "O", "O", "H", "H", "H", "H", "H", "H", "C", "C", "C", "N", "H", "H", "H", "H", "H", "H", "H", "H", "H"],
  "positions_angstrom": [[-0.93, -1.47, 0.74], [-1.19, -2.82, 1.34], [0.23, -1.01, 0.63], [-1.59, -1.74, -1.19], [0.29, 0.91, 0.51], [-1.01, -2.46, -1.48], [-1.75, -0.76, 0.93], [-2.10, -3.24, 0.90], [-1.35, -2.70, 2.41], [-0.35, -3.49, 1.17], [0.61, 0.69, -1.87], [0.48, 2.01, 0.76], [1.98, 2.25, 0.93], [-0.53, 0.35, -2.35], [-0.97, 1.01, -2.99], [-1.19, -0.84, -1.77], [1.12, -0.05, -1.26], [1.16, 1.57, -2.19], [-0.02, 2.08, 1.73], [0.03, 2.78, 0.13], [2.18, 3.19, 1.45], [2.42, 1.44, 1.51], [2.48, 2.30, -0.03]]
}

*R*
{
  "formula": "C5H15NO2",
  "method": "ωB97M-V with the def2-TZVPD basis set",
  "smiles": "CCCCNCO.O",
  "e_homo_ev": -8.82,
  "orbital_gap_ev": 9.59,
  "multiplicity": 1,
  "e_lumo_ev": 0.77,
  "species": ["C", "N", "C", "O", "C", "C", "C", "H", "H", "H", "H", "H", "H", "H", "H", "H", "H", "H", "H", "H", "H", "H", "O"],
  "positions_angstrom": [[0.41, 0.15, -0.37], [-0.46, -0.83, 0.29], [-0.43, -2.19, -0.16], [0.47, -3.01, 0.55], [0.58, 1.34, 0.58], [1.33, 1.11, 1.92], [1.44, 2.41, 2.67], [-0.14, 0.52, -1.23], [1.37, -0.31, -0.62], [-0.42, -0.76, 1.30], [-1.40, -2.64, -0.04], [-0.13, -2.14, -1.21], [1.29, -2.63, 0.88], [0.98, 2.22, 0.06], [-0.44, 1.66, 0.70], [2.21, 0.59, 1.54], [0.74, 0.38, 2.45], [2.16, 2.31, 3.48], [0.49, 2.61, 3.16], [1.76, 3.32, 2.17], [-2.13, 0.94, -4.61], [-3.43, 0.95, -5.45], [-3.04, 0.64, -4.62]]
}

*S*
{
  "formula": "C5H15NO2",
  "method": "ωB97M-V with the def2-TZVPD basis set",
  "smiles": "CN[C@@H](C)[C@H](C)O.O",
  "e_homo_ev": -8.52,
  "orbital_gap_ev": 9.22,
  "multiplicity": 1,
  "e_lumo_ev": 0.70,
  "species": ["C", "N", "C", "C", "C", "O", "C", "H", "H", "H", "H", "H", "H", "H", "H", "H", "H", "H", "H", "H", "H", "H", "O"],
  "positions_angstrom": [[2.38, -0.02, -0.73], [1.11, 0.43, -0.08], [-0.19, 0.43, -0.91], [-1.33, 0.77, 0.05], [-1.44, 2.24, 0.33], [-1.24, -0.10, 1.12], [-0.41, -0.94, -1.56], [2.88, -0.74, -0.15], [3.06, 0.77, -1.11], [2.03, -0.50, -1.70], [0.98, -0.21, 0.72], [-0.08, 1.25, -1.67], [-2.25, 0.49, -0.56], [-1.47, 2.84, -0.52], [-0.62, 2.67, 0.86], [-2.33, 2.58, 0.88], [-1.22, 0.29, 1.96], [-0.41, -0.76, -2.55], [0.40, -1.56, -1.30], [-1.30, -1.37, -1.29], [0.04, -1.95, 1.71], [1.61, -1.73, 1.56], [0.86, -2.39, 1.46]]
}

It comes down to *R*, which is 39.3 kJ/mol more stable than the next structure.